#1
Here is a molecular structure, C32H62AsBN13O2Si3V from the Open Molecules 2025 dataset. Energies are from ωB97M-V with the def2-TZVPD basis set.

Geometry as ORCA input:
```
! wB97M-V def2-TZVPD RIJCOSX def2/J DEFGRID3
* xyz 3 4
V -0.352 -0.045 -0.053
C -4.967 0.127 -0.284
C -3.798 -0.635 -0.206
N -2.721 0.120 -0.351
N -3.171 1.395 -0.498
C -4.520 1.413 -0.470
B -2.056 2.465 -0.481
N -1.343 2.229 0.928
C -1.418 3.029 2.017
C -1.268 2.285 3.161
C -1.073 0.985 2.713
N -1.134 0.955 1.387
N -1.207 2.089 -1.743
C -1.309 2.512 -3.015
C -0.595 1.672 -3.842
C -0.094 0.701 -2.987
N -0.491 0.941 -1.738
N -2.603 3.906 -0.485
C -3.598 4.270 0.422
C -4.022 5.565 0.220
C -3.331 6.089 -0.828
N -2.435 5.040 -1.389
H -5.986 -0.212 -0.221
H -3.695 -1.693 -0.050
H -5.076 2.328 -0.590
H -1.576 4.086 1.924
H -1.260 2.636 4.178
H -0.852 0.095 3.280
H -1.915 3.352 -3.303
H -0.469 1.747 -4.908
H 0.519 -0.156 -3.214
H -3.917 3.563 1.167
H -4.770 6.082 0.799
H -3.364 7.037 -1.335
N 1.755 -0.006 -0.205
C 2.650 -0.188 0.995
C 4.076 0.259 0.636
C 4.944 0.867 1.742
C 5.190 0.072 3.029
N 5.572 -1.341 2.795
C 5.100 -2.414 3.449
N 3.895 -2.438 3.985
N 5.869 -3.512 3.500
C 2.013 0.683 2.098
O 2.079 0.276 3.276
O 1.449 1.703 1.673
H 2.167 -0.444 -1.028
H 1.804 1.012 -0.359
H 2.614 -1.227 1.298
H 3.972 1.043 -0.120
H 4.616 -0.560 0.151
H 4.508 1.825 2.034
H 5.912 1.101 1.294
H 4.321 0.111 3.676
H 6.013 0.540 3.570
H 6.485 -1.466 2.383
H 3.186 -1.712 3.777
H 3.627 -3.215 4.565
H 6.858 -3.448 3.327
H 5.559 -4.324 4.006
C -2.805 -2.753 2.140
Si -1.209 -3.441 1.471
C -1.250 -5.294 1.404
C 0.200 -2.870 2.572
As -0.667 -2.464 -0.675
Si -2.226 -3.287 -2.423
C -2.520 -5.078 -2.019
C -1.321 -2.993 -4.028
C -3.898 -2.491 -2.600
Si 1.332 -3.722 -1.351
C 2.808 -3.390 -0.252
C 1.803 -3.134 -3.067
C 1.135 -5.575 -1.312
H -2.883 -3.075 3.182
H -3.687 -3.135 1.621
H -2.840 -1.662 2.125
H -1.391 -5.656 2.426
H -0.318 -5.715 1.029
H -2.070 -5.685 0.802
H -0.075 -3.026 3.618
H 0.457 -1.811 2.463
H 1.105 -3.448 2.379
H -1.648 -5.612 -1.651
H -2.866 -5.582 -2.925
H -3.315 -5.167 -1.276
H -0.590 -3.769 -4.254
H -0.819 -2.025 -4.051
H -2.061 -2.995 -4.831
H -4.583 -2.703 -1.782
H -4.315 -2.960 -3.497
H -3.867 -1.417 -2.775
H 3.278 -2.429 -0.434
H 3.539 -4.158 -0.523
H 2.603 -3.496 0.812
H 1.405 -2.156 -3.336
H 1.475 -3.837 -3.833
H 2.893 -3.081 -3.126
H 1.395 -5.968 -0.328
H 1.871 -5.964 -2.021
H 0.169 -5.982 -1.600
C -1.071 5.646 -1.790
C 0.070 5.819 -0.776
C -0.356 6.296 0.621
C 1.023 6.857 -1.417
C 0.828 4.557 -0.751
N 1.409 3.578 -0.878
H -1.367 6.630 -2.150
H -2.853 4.758 -2.284
H -0.709 5.068 -2.635
H -0.385 7.385 0.643
H 0.365 5.966 1.367
H -1.340 5.936 0.908
H 0.517 7.819 -1.494
H 1.355 6.544 -2.407
H 1.901 6.980 -0.786
*
```

Values from the calculation:
Expectation value of S²   3.791
LUMO (spin up / spin down)   -7.7124 / -7.4971 eV
HOMO-LUMO gap (spin up / spin down)   0.2512 / 0.2941 Ha
HOMO level (spin up / spin down)   -0.5346 / -0.5696 hartree

=====

#2
Here is a molecular structure, C32H62AsBN13O2Si3V from the Open Molecules 2025 dataset. Energies are from ωB97M-V with the def2-TZVPD basis set.

Geometry as ORCA input:
```
! wB97M-V def2-TZVPD RIJCOSX def2/J DEFGRID3
* xyz 3 4
V -0.388 -0.024 -0.009
C -5.006 0.165 -0.445
C -3.857 -0.614 -0.274
N -2.767 0.129 -0.380
N -3.182 1.401 -0.583
C -4.531 1.441 -0.639
B -2.046 2.460 -0.512
N -1.445 2.182 0.935
C -1.603 2.951 2.041
C -1.542 2.159 3.164
C -1.321 0.872 2.680
N -1.269 0.905 1.355
N -1.170 2.034 -1.728
C -1.232 2.449 -3.009
C -0.504 1.586 -3.800
C -0.043 0.615 -2.918
N -0.474 0.882 -1.687
N -2.585 3.899 -0.553
C -3.627 4.232 0.314
C -4.053 5.529 0.131
C -3.321 6.078 -0.878
N -2.386 5.062 -1.415
H -6.034 -0.155 -0.429
H -3.784 -1.669 -0.079
H -5.065 2.361 -0.807
H -1.753 4.012 1.989
H -1.622 2.463 4.193
H -1.177 -0.041 3.235
H -1.823 3.287 -3.330
H -0.350 1.646 -4.863
H 0.568 -0.247 -3.128
H -3.983 3.507 1.024
H -4.839 6.021 0.680
H -3.362 7.043 -1.352
N 1.707 -0.015 -0.122
C 2.633 -0.234 1.045
C 4.043 0.208 0.589
C 5.069 0.769 1.593
C 5.431 -0.024 2.854
N 5.673 -1.459 2.626
C 5.252 -2.441 3.430
N 4.176 -2.302 4.175
N 5.901 -3.619 3.400
C 2.039 0.610 2.217
O 2.174 0.186 3.387
O 1.444 1.629 1.842
H 2.126 -0.435 -0.949
H 1.736 1.011 -0.247
H 2.625 -1.283 1.332
H 3.888 1.007 -0.141
H 4.514 -0.622 0.055
H 4.726 1.751 1.924
H 5.991 0.930 1.031
H 4.671 0.099 3.614
H 6.360 0.393 3.248
H 6.488 -1.664 2.068
H 3.516 -1.497 4.054
H 3.939 -3.019 4.840
H 6.821 -3.694 3.001
H 5.641 -4.346 4.045
C -2.940 -2.793 2.138
Si -1.304 -3.450 1.471
C -1.280 -5.327 1.374
C 0.065 -2.887 2.647
As -0.673 -2.395 -0.625
Si -2.256 -3.267 -2.401
C -2.416 -5.098 -1.995
C -1.381 -2.850 -4.020
C -4.009 -2.590 -2.568
Si 1.362 -3.691 -1.269
C 2.881 -3.323 -0.191
C 1.811 -3.131 -3.024
C 1.224 -5.572 -1.177
H -3.052 -3.126 3.172
H -3.806 -3.168 1.590
H -2.980 -1.702 2.134
H -1.444 -5.734 2.374
H -0.322 -5.702 1.016
H -2.062 -5.730 0.730
H -0.238 -3.057 3.683
H 0.288 -1.823 2.548
H 0.985 -3.448 2.472
H -1.495 -5.549 -1.637
H -2.726 -5.638 -2.893
H -3.190 -5.255 -1.242
H -0.606 -3.570 -4.279
H -0.939 -1.853 -4.001
H -2.117 -2.862 -4.827
H -4.663 -2.862 -1.740
H -4.433 -3.043 -3.468
H -4.042 -1.510 -2.702
H 3.328 -2.351 -0.402
H 3.638 -4.075 -0.428
H 2.671 -3.400 0.877
H 1.375 -2.172 -3.303
H 1.486 -3.864 -3.764
H 2.895 -3.047 -3.117
H 1.514 -5.935 -0.190
H 1.938 -5.989 -1.892
H 0.251 -5.993 -1.419
C -1.048 5.740 -1.768
C 0.089 5.974 -0.744
C -0.353 6.416 0.662
C 0.973 7.076 -1.374
C 0.937 4.783 -0.751
N 1.586 3.861 -0.947
H -1.373 6.722 -2.109
H -2.750 4.809 -2.343
H -0.616 5.210 -2.614
H -0.408 7.502 0.704
H 0.379 6.093 1.401
H -1.328 6.026 0.944
H 0.408 8.006 -1.436
H 1.318 6.804 -2.371
H 1.841 7.251 -0.741
*
```

Values from the calculation:
Expectation value of S²   3.790
LUMO (spin up / spin down)   -7.5238 / -7.5406 eV
HOMO-LUMO gap (spin up / spin down)   0.2598 / 0.2897 Ha
HOMO level (spin up / spin down)   -0.5363 / -0.5669 hartree

=====

Last place for stability: #2